[1]
Molecular formula: C2H12NO2
Method: DFT, the ωB97M-V functional and the def2-TZVPD basis

Geometry as XYZ:
```
17
C2H12NO2, DFT the ωB97M-V functional and the def2-TZVPD basis
O -2.576 1.630 -1.856
O 2.586 -1.605 0.702
N 0.236 -0.244 -0.098
C -0.542 -0.859 1.113
C 0.400 1.251 -0.199
H -0.331 1.685 -0.974
H -2.631 2.247 -2.605
H -3.288 1.025 -2.119
H -0.007 -0.471 2.032
H -0.413 -1.953 1.250
H 1.465 1.556 -0.145
H 1.236 -0.657 0.035
H -1.583 -0.573 1.096
H -0.235 1.557 0.699
H -0.090 -0.611 -0.954
H 2.290 -2.073 1.453
H 3.482 -1.906 0.568
```

Highest occupied orbital energy = -15.10 eV
Energy relative to the best compared isomer or geometry (same formula, charge and spin) = 128.9 kJ/mol
Net charge = +1
LUMO energy = -3.0 eV
E_tot = -7846.81019 eV
Molecular weight = 82.123 g/mol
HOMO-LUMO gap = 12.1 eV

---

[2]
Molecular formula: C8H12AlCl2N2O3SY
Method: DFT, the ωB97M-V functional and the def2-TZVPD basis

Geometry as XYZ:
```
30
C8H12AlCl2N2O3SY, DFT the ωB97M-V functional and the def2-TZVPD basis
Y 0.018 -0.258 -5.657
Cl 1.496 -0.821 -3.520
Cl -1.803 0.512 -3.770
S 0.116 1.449 -0.649
Al -0.224 0.024 -2.363
O -1.478 -2.504 -0.770
O 0.127 1.227 -8.829
O 0.040 -2.304 -8.472
N 0.845 -0.396 1.244
N -0.879 1.061 1.797
C 0.112 -1.731 -7.457
C -1.138 -1.580 -1.382
C 0.032 0.606 0.910
C 0.164 0.796 -7.751
C -0.577 1.478 3.202
C 0.710 2.237 3.416
C 0.902 -1.065 2.577
C -0.370 -1.793 2.923
H -0.613 0.577 3.811
H -1.195 -1.097 3.047
H -1.530 1.702 1.352
H 0.786 2.561 4.457
H -0.641 -2.491 2.131
H 0.752 3.134 2.794
H 1.599 1.634 3.214
H -0.263 -2.369 3.846
H -1.438 2.095 3.487
H 1.147 -0.297 3.324
H 1.761 -1.740 2.541
H 1.542 -0.646 0.544
```

Highest occupied orbital energy = -21.29 eV
Energy relative to the best compared isomer or geometry (same formula, charge and spin) = 0.0 kJ/mol
Net charge = +4
LUMO energy = -17.2 eV
E_tot = -61091.60981 eV
Molecular weight = 403.056 g/mol
HOMO-LUMO gap = 4.1 eV

---

[3]
Molecular formula: C27H39N2O4PtS4SeTe
Method: DFT, the ωB97M-V functional and the def2-TZVPD basis

Geometry as XYZ:
```
79
C27H39N2O4PtS4SeTe, DFT the ωB97M-V functional and the def2-TZVPD basis
Pt 1.914 -0.460 -0.601
Te 1.863 -1.718 2.112
Se 0.010 0.966 0.374
S 4.203 0.157 0.229
S 3.165 -1.298 -2.683
S 0.809 -3.081 -0.775
S 2.431 1.922 -2.094
O 0.138 -3.015 0.539
O 0.638 -4.308 -1.475
O 2.302 -2.766 -0.489
O 0.406 -1.865 -1.596
N -1.837 -0.169 -1.510
N -2.064 -1.031 0.484
C -4.372 -2.695 -2.464
C 4.807 1.658 -0.588
C -1.876 2.073 -2.608
C 5.073 -1.179 -0.640
C -4.131 2.073 -1.380
C -1.348 0.646 -2.616
C 2.700 -0.025 5.969
C -3.577 0.659 2.493
C 1.138 1.519 4.987
C -2.786 -1.172 -1.619
C 3.412 1.406 -3.529
C 2.646 -0.808 4.828
C 1.845 -0.417 3.749
C 3.695 2.610 -1.008
C -3.785 -2.793 -0.108
C 1.082 0.747 3.838
C 1.948 1.139 6.048
C -2.926 -1.724 -0.351
C 3.097 -0.022 -3.957
C -3.397 2.210 -2.711
C -2.566 1.607 3.125
C -1.385 -0.145 -0.250
C -3.220 -0.814 2.665
C -1.962 -1.253 1.925
C 4.897 -1.222 -2.152
C -4.500 -3.265 -1.187
C -3.516 -1.642 -2.706
H 3.229 -1.720 4.782
H 3.751 -0.320 -4.779
H -5.187 2.314 -1.491
H -1.616 1.605 2.587
H -3.627 3.188 -3.136
H 3.324 -0.328 6.799
H -2.934 2.632 3.129
H 5.394 -2.119 -2.524
H -4.063 -1.438 2.362
H 0.541 2.418 5.057
H 5.377 -0.372 -2.635
H -3.686 0.886 1.428
H 3.198 2.082 -4.357
H -5.171 -4.101 -1.050
H -3.048 -1.030 3.723
H 5.459 2.168 0.122
H -3.785 1.480 -3.430
H 6.134 -1.118 -0.394
H -0.259 0.624 -2.570
H -4.953 -3.100 -3.280
H 0.437 1.043 3.021
H 4.469 1.524 -3.298
H -2.360 1.325 4.160
H 4.675 -2.089 -0.187
H 4.135 3.486 -1.486
H 5.426 1.371 -1.435
H -1.752 -2.313 2.067
H -1.392 2.581 -3.447
H -3.713 2.757 -0.639
H -4.564 0.827 2.929
H -1.088 -0.692 2.260
H 2.075 -0.096 -4.334
H -1.519 2.578 -1.705
H -1.649 0.121 -3.523
H 1.988 1.747 6.941
H -4.073 1.065 -0.972
H -3.418 -1.218 -3.695
H 3.147 2.972 -0.137
H -3.872 -3.247 0.868
```

Highest occupied orbital energy (spin up / spin down) = -10.17 / -10.88 eV
Energy relative to the best compared isomer or geometry (same formula, charge and spin) = 0.0 kJ/mol
Net charge = +1
2S+1 = 5
LUMO energy (spin up / spin down) = -2.1 / -4.6 eV
E_tot = -159023.30672 eV
Molecular weight = 985.525 g/mol
HOMO-LUMO gap (spin up / spin down) = 8.0 / 6.3 eV

---

[4]
Molecular formula: C21H16F2N6O3
Method: DFT, the ωB97M-V functional and the def2-TZVPD basis

Geometry as XYZ:
```
48
C21H16F2N6O3, DFT the ωB97M-V functional and the def2-TZVPD basis
F -2.636 0.344 2.213
F 0.581 -2.360 -0.032
O 0.670 1.103 1.359
O -0.031 -4.524 1.507
O -3.263 -1.710 3.920
N 1.590 1.059 -5.379
N 0.664 3.945 -1.333
N 1.082 5.200 -1.165
N -0.404 -0.004 -4.633
N 0.704 1.580 -0.874
N -0.859 0.012 0.105
C 2.134 5.435 -0.372
C -0.667 -3.323 1.797
C -1.612 -3.134 2.820
C -1.712 0.046 -1.084
C 2.663 1.805 -4.872
C 0.170 0.902 0.243
C -2.270 -1.912 2.977
C 1.124 1.312 -3.250
C -2.896 -1.838 5.306
C -0.834 0.337 -2.277
C 0.323 1.128 -2.118
C -1.158 -0.161 -3.528
C 0.696 0.724 -4.431
C -2.003 -0.838 2.065
C -0.380 -2.221 0.942
C 2.793 4.415 0.285
C 2.450 1.914 -3.498
C 1.230 2.867 -0.685
C 2.356 3.103 0.120
C -1.085 -1.011 1.066
C 0.164 -5.443 2.613
H 3.098 2.467 -2.826
H -1.898 -3.967 3.457
H 2.437 6.476 -0.190
H -3.327 -0.999 5.905
H -2.563 0.763 -0.972
H -0.644 -6.152 2.774
H -2.111 -0.683 -3.631
H -1.828 -1.852 5.465
H 0.339 -4.944 3.547
H -2.176 -0.955 -1.221
H 3.507 2.191 -5.467
H -3.318 -2.778 5.661
H 1.059 -6.007 2.416
H 2.810 2.244 0.667
H 3.656 4.637 0.951
H 1.377 0.806 -6.345
```

Highest occupied orbital energy = -8.18 eV
SMILES = COc1cc(OC)c(F)c(N2Cc3cnc4[nH]ccc4c3N(c3cccnn3)C2=O)c1F
Energy relative to the best compared isomer or geometry (same formula, charge and spin) = 0.0 kJ/mol
Net charge = 0
LUMO energy = 0.5 eV
E_tot = -42552.42534 eV
Molecular weight = 438.394 g/mol
HOMO-LUMO gap = 8.7 eV

---

[5]
Molecular formula: C7H11N5
Method: DFT, the ωB97M-V functional and the def2-TZVPD basis

Geometry as XYZ:
```
23
C7H11N5, DFT the ωB97M-V functional and the def2-TZVPD basis
N 2.078 2.562 0.080
N 2.829 -2.004 0.467
N 2.825 0.306 0.135
N 0.904 -0.739 -0.277
N 0.605 0.590 -0.503
C -0.074 -1.741 -0.613
C -0.604 0.991 0.275
C 1.969 1.224 -0.043
C -3.150 0.406 0.331
C 2.223 -0.960 0.116
C -1.443 -1.222 -0.450
C -1.659 0.024 0.045
H -0.510 1.097 1.462
H -0.617 1.975 -0.110
H 3.002 2.701 0.219
H 2.305 -2.929 0.328
H -3.192 -0.223 1.254
H -2.248 -1.894 -0.493
H 1.392 3.087 -0.495
H -3.653 0.049 -0.485
H 0.068 -2.708 -0.028
H -3.192 1.527 0.381
H 0.142 -2.118 -1.596
```

Highest occupied orbital energy = -7.82 eV
SMILES = [H]/N=c1/nc(N)n2n1CC=C(C)C2
Energy relative to the best compared isomer or geometry (same formula, charge and spin) = 268.2 kJ/mol
Net charge = 0
LUMO energy = 0.6 eV
E_tot = -14884.84700 eV
Molecular weight = 165.200 g/mol
HOMO-LUMO gap = 8.5 eV